No. 1
The following is a DFT calculation (wB97M-V/def2-TZVPD) of a molecular structure, C33H31AuCl2NOSSb at a distorted geometry.

```
71
Properties=species:S:1:pos:R:3:forces:R:3
Au 1.09023 0.07308 1.88626 -0.2 -0.4 -0.1
Cl -1.14078 -1.27316 1.34880 0.5 0.4 0.3
C -2.54513 0.40312 3.06835 0.0 0.0 -0.1
C -3.61141 -0.11398 5.36131 -0.1 0.1 0.0
C -4.77113 0.36735 5.83249 0.0 0.0 0.0
C -5.07410 1.66968 5.22385 0.0 0.1 0.0
C -4.09062 1.98652 4.37270 0.0 -0.1 0.2
Cl -3.88894 3.39331 3.43207 0.0 0.0 -0.1
C -3.13323 0.84590 4.34033 0.3 0.1 -0.1
S -1.33934 1.11638 3.99909 -0.2 0.1 0.2
H -3.11645 -1.04000 5.60257 0.0 0.0 0.0
H -5.40848 -0.11800 6.55614 0.0 0.0 0.0
H -5.94263 2.27150 5.44216 0.0 0.0 0.0
O 2.16383 -2.09286 3.19437 -0.1 0.2 -0.1
C 2.87555 -1.43630 4.22615 0.0 -0.1 0.0
C 3.48551 -0.13372 3.76459 0.1 0.0 0.0
C 4.67158 0.28147 4.35558 0.0 0.0 0.0
C 5.25651 1.47421 3.97852 0.0 0.0 0.0
C 4.64699 2.23301 2.98920 0.0 0.0 0.0
C 3.47743 1.76807 2.43584 0.0 0.1 0.0
N 2.89968 0.61205 2.81949 -0.1 0.2 -0.1
H 1.32402 -2.41248 3.54341 0.1 -0.1 0.1
H 3.69576 -2.07199 4.56419 0.0 0.0 0.0
H 2.23442 -1.24143 5.09120 0.0 0.0 0.0
H 5.12940 -0.34742 5.10715 0.0 0.0 0.0
H 6.17963 1.80171 4.43710 0.0 0.0 0.0
H 5.06871 3.16661 2.64694 0.0 0.0 0.0
H 2.96716 2.32612 1.66435 0.0 0.0 0.0
C 3.40368 0.59552 -2.48724 0.0 0.0 0.0
C 2.36966 0.43251 -3.57265 0.0 0.0 0.0
C 2.72835 0.76552 -4.88123 0.0 0.0 0.0
C 1.82854 0.66025 -5.92455 0.0 0.0 0.0
C 0.53023 0.21694 -5.68952 0.0 0.0 0.0
C 0.15400 -0.11816 -4.40458 0.0 0.1 0.0
C 1.06507 -0.01454 -3.34806 0.0 0.0 0.0
Sb 0.42077 -0.51509 -1.39331 0.2 0.1 -0.5
C -0.48669 -2.41007 -1.83729 0.2 0.0 -0.4
C 0.10896 -3.03426 -2.93664 0.0 0.0 0.1
C -0.30150 -4.26633 -3.42089 0.0 -0.1 0.0
C -1.38009 -4.92934 -2.82378 0.0 0.0 0.0
C -2.00895 -4.38967 -1.73947 0.0 0.0 0.0
C -1.54859 -3.11935 -1.18222 -0.2 0.0 0.0
C -2.38252 -3.03346 -0.11709 0.1 0.1 -0.2
C -1.49971 0.81028 -1.52449 -0.6 -0.2 1.0
C -2.64307 0.19753 -2.12836 0.2 0.2 -0.3
C -3.55973 0.96068 -2.80024 0.0 -0.1 -0.2
C -3.36453 2.34197 -2.86839 0.0 0.0 0.0
C -2.25954 2.96527 -2.29762 0.1 0.0 -0.2
C -1.31356 2.23091 -1.61215 0.1 -0.1 -0.1
C -0.14834 2.90752 -0.95959 -0.1 0.0 0.1
H 4.37715 0.25022 -2.83321 0.0 0.0 0.0
H 3.17031 0.03744 -1.57909 0.0 0.0 0.0
H 3.51426 1.64779 -2.21478 0.0 0.0 0.0
H 3.73716 1.10826 -5.07695 0.0 0.0 0.0
H 2.13760 0.92062 -6.92803 0.0 0.0 0.0
H -0.17594 0.13209 -6.50431 0.0 0.0 0.0
H -0.85640 -0.46836 -4.22244 0.0 0.0 0.0
H 0.92404 -2.54568 -3.45498 0.0 0.0 0.0
H 0.20447 -4.70215 -4.27054 0.0 0.0 0.0
H -1.72465 -5.87773 -3.21292 0.0 0.0 0.0
H -2.83715 -4.90539 -1.26788 0.0 0.0 0.0
H -0.59140 -2.73231 3.30206 0.0 -0.2 0.2
H -1.47739 0.47805 -0.46081 0.0 0.2 -0.2
H -0.21752 -2.00439 0.81157 -0.1 -0.3 0.1
H -2.77203 -0.87494 -2.05146 -0.1 0.0 0.2
H -4.42849 0.50991 -3.25868 0.0 0.0 0.0
H -4.10151 2.95202 -3.37627 0.0 0.0 0.0
H -2.14718 4.03794 -2.38663 0.0 0.0 0.0
H 0.01312 3.89328 -1.39122 0.0 0.0 0.0
H 0.77425 2.33516 -1.06750 0.0 0.0 0.0
H -0.33925 3.04480 0.10924 0.0 0.0 0.0
```
Forces are in eV/Å.

Summary:
Energy above the lowest of the compared OMol25 structures with the same formula, charge and spin (eV): 12.976
2S+1: 3
LUMO energy (alpha / beta) (eV): -6.70 / -6.77
Kohn-Sham gap (alpha / beta) (eV): 5.51 / 6.18
Total charge: +2
HOMO (alpha / beta) (eV): -12.22 / -12.95
Energy (a.u.): -3099.56847

No. 2
The following is a DFT calculation (wB97M-V/def2-TZVPD) of a molecular structure, C15H25As2N2O2Pt.

```
47
Properties=species:S:1:pos:R:3:forces:R:3
Pt 0.27280 -1.52554 0.36179 -0.3 0.0 -0.1
C 4.16934 -2.23101 2.02453 0.0 0.0 0.0
C 2.75741 -1.83327 1.72834 0.0 0.0 -0.3
N 2.17751 -2.12231 0.59123 0.2 -0.2 0.3
O 2.95270 -2.82026 -0.33677 0.0 0.1 0.0
C 1.97157 -1.09962 2.64790 -0.2 0.1 0.1
C 2.46592 -0.65855 3.98812 0.0 0.0 0.0
N 0.72599 -0.80682 2.23100 0.1 0.0 0.2
O -0.05157 -0.16648 3.02255 0.0 0.0 -0.1
H 4.49012 -3.04020 1.37455 0.0 0.0 0.0
H 4.25998 -2.54823 3.06398 0.0 0.0 0.0
H 4.85108 -1.38776 1.87978 0.0 0.0 0.0
H 2.36667 -2.80530 -1.11001 0.0 0.0 0.0
H 3.44420 -0.17338 3.92118 0.0 0.0 0.0
H 2.55955 -1.48791 4.69877 0.0 0.0 0.0
H 1.74530 0.04908 4.39309 0.0 0.0 0.0
C -3.34368 -1.94002 -0.21779 0.0 0.0 0.0
As -1.90215 -0.69145 0.14999 0.1 0.1 -0.2
C -2.69689 0.34866 1.58237 0.0 0.0 0.0
C -2.06061 0.53949 -1.36924 -0.1 -0.1 0.0
C -2.99869 0.30386 -2.37019 0.0 0.0 0.0
C -3.03303 1.08540 -3.51709 0.0 0.0 0.0
C -2.11678 2.11163 -3.67389 0.0 0.0 0.0
C -1.18728 2.35676 -2.67231 0.0 0.0 0.1
C -1.15105 1.59299 -1.51107 0.1 0.0 0.0
As 0.16947 1.97148 -0.08422 0.0 0.0 -0.1
C 0.13853 3.94839 -0.26867 0.0 0.0 0.0
C 1.77565 1.66468 -1.17059 0.1 0.0 0.0
H -4.30431 -1.42699 -0.28550 0.0 0.0 0.0
H -3.35819 -2.64277 0.61359 0.0 0.0 0.0
H -3.13326 -2.49261 -1.13091 0.1 0.0 0.0
H -3.42018 1.04563 1.15996 0.0 0.0 0.0
H -1.88880 0.84832 2.11225 0.0 0.0 0.0
H -3.18993 -0.33422 2.27411 0.0 0.0 0.0
H -3.69766 -0.51676 -2.27837 0.0 0.0 0.0
H -3.76105 0.87657 -4.29200 0.0 0.0 0.0
H -2.12143 2.71882 -4.57147 0.0 0.0 0.0
H -0.47448 3.16149 -2.80625 0.0 0.0 0.0
H 0.27251 4.30001 -1.29102 0.0 0.0 0.0
H 0.94541 4.34484 0.34981 0.0 0.0 0.0
H -0.80793 4.32447 0.12064 0.0 0.0 0.0
H 1.83417 2.35583 -2.01266 0.0 0.0 0.0
H 1.74445 0.63596 -1.52752 0.0 0.0 0.0
H 2.65327 1.78570 -0.53448 0.0 0.0 0.0
C 0.04001 -2.32802 -1.39898 0.0 0.0 0.0
H -0.84252 -2.25144 -2.03631 0.0 0.0 0.0
H 0.75787 -3.03913 -1.82221 0.0 0.0 0.0
```
Forces are in eV/Å.

Summary:
Energy above the lowest of the compared OMol25 structures with the same formula, charge and spin (eV): 0.000
LUMO energy (alpha / beta) (eV): 3.02 / 3.02
Kohn-Sham gap (alpha / beta) (eV): 4.75 / 4.73
Total charge: -1
HOMO (alpha / beta) (eV): -1.72 / -1.71
Energy (a.u.): -5437.28174

No. 3
The following is a DFT calculation (wB97M-V/def2-TZVPD) of a molecular structure, C32H26ClN6O4PRu at a distorted geometry.

```
71
Properties=species:S:1:pos:R:3:forces:R:3
Ru 0.05695 -0.04801 -1.62013 0.7 -2.1 1.6
N 4.56485 1.10279 -1.87093 -0.2 0.1 0.0
C 3.22055 1.14089 -1.84973 0.5 0.2 0.0
N 2.47525 0.10369 -1.65293 -0.2 -0.1 0.0
C 3.06335 -1.13771 -1.47853 -1.3 -0.2 0.0
N 2.31525 -2.19691 -1.35683 3.2 -1.5 0.9
N 1.03765 -2.11541 -1.48443 -3.3 -0.1 -0.5
C 0.20485 -3.07841 -1.15773 3.0 1.0 0.0
C -1.15355 -2.88931 -1.50393 -2.2 0.5 -0.5
C -2.18435 -3.78231 -1.15613 1.1 0.4 0.0
C -3.46855 -3.52551 -1.57243 -0.4 0.6 -0.4
C -3.71275 -2.39141 -2.35213 0.1 -0.5 0.2
C -2.66075 -1.54071 -2.64073 -0.2 0.0 -0.1
N -1.42715 -1.76021 -2.21083 0.1 -0.5 0.3
C 4.50335 -1.25061 -1.42403 0.4 0.3 -0.1
C 5.16395 -2.45911 -1.19303 0.2 0.1 0.0
C 6.54415 -2.48991 -1.15543 -0.3 -0.2 0.0
C 7.28105 -1.32591 -1.34263 -0.2 0.3 -0.1
C 6.64545 -0.12041 -1.58813 0.2 -0.1 0.0
C 5.25925 -0.08161 -1.63063 -0.3 -0.5 0.1
H 5.10155 1.93489 -2.08113 -0.3 0.0 0.1
H 2.74335 2.10349 -1.99393 0.0 0.0 -0.1
H 0.55635 -3.96771 -0.64753 0.1 -0.1 -0.1
H -1.94405 -4.64971 -0.56273 0.0 -0.2 0.0
H -4.27675 -4.19291 -1.31593 0.0 -0.1 0.0
H -4.69645 -2.17221 -2.73343 -0.1 0.0 0.0
H -2.80915 -0.65201 -3.24513 0.0 0.0 0.1
H 4.58025 -3.35431 -1.05163 -0.1 0.0 0.0
H 7.05065 -3.42581 -0.97953 0.1 -0.1 0.0
H 8.35775 -1.36191 -1.30403 0.1 0.0 0.0
H 7.22085 0.78179 -1.73913 0.0 0.1 0.0
O -0.47785 2.93449 -4.08693 -0.1 0.9 -0.8
Cl -0.37285 1.90289 -3.15933 -0.3 2.2 -1.7
O 0.34575 2.34579 -1.98803 0.7 0.2 0.9
O 0.34815 0.77779 -3.71303 0.6 -0.7 -0.6
O -1.64965 1.42789 -2.73693 -1.1 -0.5 0.3
N -0.30285 -0.21661 0.22937 0.0 0.2 -0.3
P -1.10915 0.65499 1.28117 -0.1 0.2 0.2
C -2.28985 1.72689 0.40727 0.4 -0.3 0.6
C -2.25535 3.11539 0.44827 0.0 -0.2 0.0
C -3.18705 3.82629 -0.28903 0.0 0.2 -0.1
C -4.13025 3.16139 -1.05183 0.0 0.0 -0.1
C -4.15695 1.77689 -1.09043 0.0 -0.1 0.1
C -3.23135 1.05359 -0.36513 -0.1 0.1 0.2
C 0.04945 1.64539 2.26187 -0.5 -0.3 -0.2
C 0.16555 1.47639 3.63497 -0.1 0.1 -0.2
C 1.11325 2.20919 4.32647 0.1 0.0 0.1
C 1.93925 3.09119 3.64917 0.0 0.0 0.0
C 1.82645 3.24709 2.27467 0.1 0.0 -0.1
C 0.88935 2.51449 1.56897 -0.1 0.0 0.1
C -2.07075 -0.45681 2.34097 0.3 0.5 -0.2
C -3.12445 0.00379 3.12197 0.1 -0.1 0.0
C -3.85665 -0.90481 3.86557 -0.1 0.1 0.1
C -3.53645 -2.25361 3.82697 0.0 0.0 0.0
C -2.48245 -2.70471 3.04897 0.0 -0.1 0.1
C -1.74625 -1.80701 2.30037 0.1 0.1 0.0
H -1.51595 3.63219 1.04477 0.0 0.0 0.0
H -3.17725 4.90549 -0.27273 0.0 0.1 0.0
H -4.84125 3.72569 -1.63323 -0.1 0.1 0.0
H -4.89685 1.26869 -1.68483 -0.1 -0.1 -0.1
H -3.21885 -0.02971 -0.38753 -0.1 0.0 0.0
H -0.48445 0.78479 4.15097 0.0 0.0 0.1
H 1.20565 2.09189 5.39447 0.0 0.0 0.1
H 2.67325 3.66279 4.19557 0.1 0.1 0.1
H 2.46925 3.94529 1.75937 0.1 0.0 -0.1
H 0.79245 2.60589 0.49177 0.0 0.1 0.0
H -3.36765 1.05809 3.14587 -0.1 0.0 0.0
H -4.67925 -0.56391 4.47527 -0.1 0.0 0.1
H -4.11275 -2.95681 4.40687 -0.1 -0.1 0.1
H -2.23485 -3.75421 3.02777 0.0 -0.1 0.0
H -0.92155 -2.12171 1.67447 0.0 -0.1 0.0
```
Forces are in eV/Å.

Summary:
Energy above the lowest of the compared OMol25 structures with the same formula, charge and spin (eV): 1.165
2S+1: 6
LUMO energy (alpha / beta) (eV): -3.74 / -3.94
Kohn-Sham gap (alpha / beta) (eV): 6.30 / 6.79
Total charge: +1
HOMO (alpha / beta) (eV): -10.04 / -10.73
Energy (a.u.): -2760.42420